# C26H26N4O4RuS2

A structure of composition C26H26N4O4RuS2 in a non-equilibrium geometry (ωB97M-V with the def2-TZVPD basis set, the OMol25 dataset).

Values from the calculation:
**HOMO level (alpha / beta)**: -4.11 / -4.13 eV
**⟨S²⟩**: 0.76
**Relative energy (zero: lowest compared OMol25 entry of this formula, charge and spin)**: 206.4 kJ/mol
**Multiplicity**: 2
**Charge**: -1

Geometry (Å):
Ru: -0.72 -0.78 -0.02
O: -2.10 0.41 -1.00
C: -3.07 1.08 -0.45
C: -3.27 2.46 -0.65
C: -4.37 3.09 -0.12
C: -5.33 2.39 0.62
C: -5.15 1.04 0.83
C: -4.03 0.38 0.31
C: -3.84 -1.03 0.55
N: -2.80 -1.72 0.27
C: -2.76 -3.08 0.80
C: -1.66 -3.09 1.85
N: -0.44 -2.68 1.16
C: 0.68 -3.03 1.69
C: 1.96 -2.86 1.08
C: 3.11 -3.27 1.78
C: 4.36 -3.20 1.21
C: 4.45 -2.72 -0.12
C: 3.34 -2.32 -0.82
C: 2.03 -2.35 -0.24
O: 1.01 -1.98 -0.90
H: -2.52 2.99 -1.23
H: -4.50 4.15 -0.29
H: -6.20 2.90 1.03
H: -5.87 0.46 1.41
H: -4.65 -1.53 1.09
H: -2.51 -3.76 -0.02
H: -3.72 -3.40 1.23
H: -1.56 -4.10 2.27
H: -1.89 -2.40 2.66
H: 0.67 -3.57 2.64
H: 2.99 -3.65 2.79
H: 5.24 -3.51 1.75
H: 5.42 -2.66 -0.59
H: 3.42 -1.96 -1.84
O: 2.24 2.07 0.42
C: 1.15 1.54 0.67
O: 0.91 0.31 0.36
C: 0.09 2.35 1.35
C: 0.28 3.72 1.45
C: -0.67 4.54 2.05
C: -1.83 3.96 2.56
C: -2.02 2.59 2.47
C: -1.05 1.77 1.88
S: -1.36 0.04 1.96
H: 1.19 4.13 1.03
H: -0.51 5.61 2.11
H: -2.59 4.58 3.02
H: -2.92 2.14 2.85
C: 3.34 -0.26 -4.73
N: 2.13 0.35 -4.23
C: 1.71 0.36 -2.93
S: 0.03 0.42 -2.59
N: 2.61 0.35 -1.96
C: 3.99 0.77 -2.00
H: 3.10 -0.94 -5.55
H: 3.81 -0.87 -3.95
H: 4.07 0.46 -5.09
H: 1.34 0.36 -4.86
H: 2.20 0.28 -1.03
H: 4.69 -0.08 -2.00
H: 4.17 1.36 -1.11
H: 4.19 1.39 -2.88